[1]
Entry from the Open Molecules 2025 dataset: a cluster of 2 separate species, C3HClF4 in total in a non-equilibrium geometry (ωB97M-V with the def2-TZVPD basis set).

Electronic energy: -26513.8530 eV
Spin multiplicity: 1
HOMO-LUMO gap (spin up / spin down): 7.42 / 10.45 eV
Strongest force on any atom: 0.03503 hartree/bohr
M: 148.5 g/mol

```
9
Properties=species:S:1:pos:R:3:forces:R:3
C 0.4040 -0.7256 -0.2738 -0.33 -0.19 1.63
C -0.7921 -1.1881 0.0640 0.67 0.37 0.65
C -3.2914 0.4799 0.0064 0.21 0.68 1.28
F -1.2204 -0.9652 1.3438 0.01 -0.54 -1.16
F -1.7045 -1.8537 -0.6361 0.94 0.52 0.44
F -2.8224 0.9735 -1.1052 0.15 0.52 -0.59
F -3.6341 1.4613 0.8712 0.03 -0.79 -0.83
Cl -4.3915 -0.7810 -0.2006 -0.78 -0.18 0.10
H 1.1497 -0.3349 0.4844 -0.89 -0.40 -1.51
```
Forces are in eV/Å.


[2]
Entry from the Open Molecules 2025 dataset: a cluster of 2 separate species, C2H10NO2 in total in a non-equilibrium geometry (ωB97M-V with the def2-TZVPD basis set).

Total charge: +1
Electronic energy: -7814.3697 eV
Spin multiplicity: 1
HOMO-LUMO gap: 10.91 eV
Strongest force on any atom: 0.03499 hartree/bohr
M: 80.1 g/mol

```
15
Properties=species:S:1:pos:R:3:forces:R:3
C 0.4151 -0.8796 0.6794 -0.98 -1.08 -1.05
O -0.2652 -2.1198 0.3491 0.30 0.38 -0.42
C 0.7140 -0.1496 -0.6639 0.68 0.49 1.03
N 0.1282 -0.8766 -1.7934 -0.15 -0.71 -0.64
H 1.3294 -1.1532 1.1733 0.28 0.42 0.51
H -0.2942 -0.2839 1.2213 0.23 0.44 0.74
H -0.7234 -2.4949 1.1100 0.09 0.15 -0.02
H 0.2854 0.8446 -0.6645 -0.03 0.14 0.17
H 1.7823 -0.0395 -0.8057 0.08 -0.07 -0.12
H 0.8074 -1.2718 -2.4447 0.10 0.06 0.12
H -0.4752 -0.2625 -2.3300 -0.34 -0.19 -0.11
H -0.3829 -1.6748 -1.3593 -0.28 0.06 -0.16
H -1.0902 4.1569 0.7763 -0.05 0.08 0.16
H -1.1291 3.5361 2.1887 -0.03 0.15 -0.07
O -0.7825 3.4116 1.2999 0.10 -0.32 -0.14
```
Forces are in eV/Å.